Entry 1:
15 unconnected molecules or ions with the total composition C45H117N3O15 at a distorted geometry, computed with ωB97M-V/def2-TZVPD.

Geometry as XYZ:
```
180
Properties=species:S:1:pos:R:3:mulliken_charge:R:1
C 29.54 12.82 -10.81 -1.625
C 28.67 12.85 -12.03 1.539
C 29.50 13.30 -13.21 -1.167
C 28.81 13.15 -14.54 1.184
C 28.20 11.79 -14.73 -1.931
C 27.38 11.30 -13.52 3.113
N 28.14 11.54 -12.31 0.924
O 27.45 11.08 -11.16 -0.151
C 26.00 11.92 -13.57 -0.154
C 27.25 9.82 -13.71 -1.822
C 27.56 13.89 -11.81 -0.962
H 28.99 12.67 -9.87 0.174
H 30.13 13.73 -10.74 0.343
H 30.24 11.98 -10.89 -0.346
H 29.70 14.36 -13.09 0.006
H 30.40 12.67 -13.34 0.291
H 29.51 13.39 -15.34 0.835
H 28.05 13.94 -14.69 -1.292
H 28.96 11.03 -14.94 0.249
H 27.46 11.84 -15.53 0.528
H 25.43 11.67 -12.67 -1.079
H 26.01 13.00 -13.75 -0.802
H 25.43 11.45 -14.38 0.694
H 26.57 9.38 -12.96 0.054
H 26.80 9.59 -14.68 0.625
H 28.19 9.28 -13.56 -0.442
H 27.77 14.61 -11.01 0.711
H 26.63 13.41 -11.47 -0.089
H 27.31 14.41 -12.73 -0.590
H 26.86 11.82 -10.89 0.159
C 23.86 17.85 -14.22 -1.989
C 24.63 16.75 -14.99 1.899
C 23.99 15.45 -14.53 -1.519
C 24.29 14.25 -15.48 0.833
C 23.81 14.61 -16.86 -1.735
C 24.51 15.84 -17.41 1.872
N 24.35 16.95 -16.42 0.079
O 24.99 18.18 -16.86 -0.523
C 25.98 15.53 -17.75 -1.319
C 23.82 16.25 -18.70 -2.009
C 26.11 16.77 -14.61 -1.753
H 23.88 17.60 -13.16 0.352
H 22.84 17.85 -14.58 0.495
H 24.32 18.82 -14.39 0.365
H 24.32 15.11 -13.54 0.498
H 22.90 15.55 -14.52 0.476
H 23.81 13.39 -15.01 0.592
H 25.36 14.07 -15.57 -0.774
H 22.72 14.74 -16.91 0.379
H 24.01 13.76 -17.53 0.390
H 26.07 15.01 -18.70 0.452
H 26.58 16.43 -17.78 0.229
H 26.45 14.84 -17.05 0.127
H 24.02 15.54 -19.50 0.402
H 22.73 16.34 -18.60 0.394
H 24.17 17.23 -19.05 0.387
H 26.60 17.73 -14.81 0.502
H 26.63 16.00 -15.19 0.458
H 26.26 16.48 -13.57 0.158
H 25.97 18.06 -16.84 0.368
C 27.59 5.08 -14.09 -1.701
C 28.05 5.21 -12.65 2.579
C 26.98 4.67 -11.74 -1.425
C 27.46 4.53 -10.32 -0.392
C 28.67 3.61 -10.33 -1.419
C 29.78 4.11 -11.20 2.166
N 29.27 4.45 -12.49 0.298
O 30.27 4.96 -13.37 -0.534
C 30.56 5.24 -10.51 -1.681
C 30.74 2.97 -11.39 -2.208
C 28.20 6.72 -12.37 0.174
H 26.68 5.66 -14.30 -0.036
H 27.47 4.07 -14.48 0.560
H 28.32 5.58 -14.74 0.020
H 26.10 5.32 -11.81 0.254
H 26.62 3.70 -12.12 0.402
H 26.65 4.16 -9.68 0.442
H 27.73 5.53 -9.95 0.135
H 28.36 2.62 -10.69 0.396
H 29.03 3.47 -9.30 0.440
H 31.18 4.81 -9.73 0.547
H 31.24 5.68 -11.24 0.302
H 29.92 6.02 -10.10 0.146
H 31.58 3.26 -12.02 0.389
H 31.17 2.62 -10.45 0.411
H 30.22 2.13 -11.85 0.459
H 28.52 6.88 -11.34 -0.823
H 27.28 7.27 -12.54 0.406
H 29.01 7.11 -13.00 -0.594
H 30.35 5.91 -13.13 0.312
C 32.58 7.69 -14.75 -1.248
C 31.77 8.61 -13.91 1.005
O 31.17 7.82 -12.87 -0.192
H 32.87 8.15 -15.71 -0.204
H 31.97 6.83 -15.07 0.250
H 33.45 7.29 -14.23 0.474
H 30.94 9.07 -14.47 -0.459
H 32.40 9.37 -13.44 0.436
H 30.81 8.44 -12.17 -0.019
C 32.77 10.55 -9.48 -0.434
C 34.16 10.70 -10.02 -0.401
O 34.39 12.06 -10.41 -0.473
H 32.00 10.63 -10.24 -0.262
H 32.50 11.23 -8.67 0.338
H 32.79 9.53 -9.08 0.345
H 34.20 10.03 -10.89 0.224
H 34.89 10.34 -9.29 0.337
H 35.27 12.14 -10.80 0.273
C 29.85 6.95 -16.59 -0.582
C 30.71 7.74 -17.48 -0.047
O 30.73 7.12 -18.81 -0.574
H 28.79 7.03 -16.84 0.426
H 29.87 7.35 -15.57 -0.173
H 30.18 5.92 -16.59 0.344
H 31.76 7.73 -17.13 0.033
H 30.46 8.81 -17.58 0.200
H 31.08 7.74 -19.45 0.311
C 24.52 7.14 -15.10 -0.645
C 23.67 7.66 -13.97 -0.320
O 23.95 9.10 -13.78 -0.366
H 25.58 7.31 -14.90 -0.166
H 24.16 7.54 -16.05 0.375
H 24.38 6.06 -15.20 0.384
H 23.85 7.18 -13.01 0.197
H 22.61 7.52 -14.22 0.423
H 23.09 9.53 -13.70 0.236
C 33.43 10.58 -17.09 -0.719
C 34.43 10.87 -18.18 -0.342
O 34.06 10.06 -19.35 -0.518
H 33.42 9.52 -16.86 -0.029
H 32.39 10.83 -17.29 0.283
H 33.69 11.16 -16.20 0.384
H 35.44 10.61 -17.86 0.275
H 34.44 11.93 -18.50 0.311
H 34.69 10.20 -20.06 0.281
C 28.14 18.17 -10.72 -1.254
C 29.18 17.22 -10.26 0.449
O 28.82 16.58 -9.02 -0.557
H 28.60 18.79 -11.50 0.349
H 27.81 18.83 -9.92 0.360
H 27.28 17.68 -11.18 0.167
H 30.09 17.76 -9.94 0.373
H 29.48 16.48 -11.02 -0.153
H 29.58 16.02 -8.75 0.381
C 32.62 15.48 -11.64 0.187
O 33.28 16.50 -12.35 -0.582
H 31.62 15.33 -12.04 -0.336
H 33.21 14.57 -11.65 0.283
H 32.44 15.77 -10.59 0.196
H 34.17 16.63 -11.99 0.305
C 24.53 10.77 -9.99 -0.077
O 25.15 11.96 -9.51 -0.556
H 23.45 10.81 -9.87 0.352
H 24.80 10.64 -11.03 -0.175
H 24.93 9.94 -9.42 0.236
H 24.50 12.68 -9.45 0.254
C 30.63 14.49 -6.92 -0.581
O 31.18 15.19 -8.09 -0.548
H 29.95 15.17 -6.41 0.312
H 30.08 13.59 -7.23 0.100
H 31.41 14.17 -6.23 0.366
H 31.97 14.76 -8.41 0.263
C 29.62 9.17 -9.76 -1.211
O 29.76 9.48 -11.16 1.063
H 30.30 8.34 -9.57 0.388
H 29.78 10.04 -9.11 0.221
H 28.61 8.79 -9.55 0.231
H 28.96 9.94 -11.50 -0.036
C 31.29 16.38 -15.12 -0.005
O 32.69 16.47 -15.04 -0.594
H 30.78 17.26 -14.73 0.245
H 31.01 16.20 -16.15 0.336
H 30.98 15.50 -14.52 -0.264
H 32.93 16.54 -14.08 0.389
C 27.36 11.67 -6.85 -0.200
O 25.97 11.85 -6.88 -0.613
H 27.89 12.52 -7.34 0.004
H 27.73 11.64 -5.83 0.370
H 27.68 10.78 -7.41 0.068
H 25.64 11.82 -7.82 0.432
```

Output
Charge: 0
E: -3077.32270 Eh
Kohn-Sham gap: 0.298 Eh
Relative energy (zero: lowest compared OMol25 entry of this formula, charge and spin): 363.46 kJ/mol
E_HOMO: -8.00 eV

Entry 2:
A molecular structure, C26H50NOP3Ru at a distorted geometry, computed with ωB97M-V/def2-TZVPD.

Geometry as XYZ:
```
82
Properties=species:S:1:pos:R:3:mulliken_charge:R:1
Ru -0.03 0.24 -0.43 -0.644
P -1.65 -1.33 -0.50 1.156
P 1.20 -0.48 1.48 0.784
P 1.43 -1.00 -1.77 1.734
H -0.07 4.40 -1.61 0.188
C -0.17 4.18 -2.67 0.103
C -1.36 4.30 -3.28 -0.268
H -2.22 4.73 -2.76 0.341
C -3.40 -0.82 -0.32 -1.453
C -1.58 -2.58 0.85 -1.500
C -1.69 -2.35 -2.03 -1.027
C 2.87 0.25 1.70 -1.307
C 0.48 0.06 3.08 -1.423
C 1.54 -2.20 1.99 -1.513
C 1.24 -1.39 -3.57 -1.421
C 1.88 -2.72 -1.22 -1.683
C 3.09 -0.20 -1.76 -1.514
H 0.77 4.13 -3.25 0.325
H -1.51 4.21 -4.37 0.344
H -3.53 0.20 -0.67 0.395
H -3.75 -0.85 0.72 0.178
H -4.06 -1.42 -0.96 0.467
H -1.49 -2.06 1.82 0.346
H -0.71 -3.24 0.70 0.276
H -2.48 -3.20 0.88 0.598
H -1.74 -1.69 -2.90 0.247
H -2.58 -3.01 -2.02 0.591
H -0.79 -2.98 -2.09 0.333
H 3.32 -0.17 2.60 0.546
H 2.80 1.34 1.83 0.396
H 3.52 0.04 0.85 0.250
H 1.16 -0.19 3.90 0.657
H -0.47 -0.47 3.27 0.172
H 0.33 1.15 3.09 0.392
H 2.13 -2.18 2.91 0.541
H 2.11 -2.76 1.25 0.366
H 0.61 -2.74 2.21 0.404
H 1.36 -2.47 -3.74 0.529
H 2.01 -0.85 -4.14 0.429
H 0.25 -1.12 -3.95 0.310
H 2.03 -3.35 -2.10 0.595
H 1.09 -3.18 -0.60 0.336
H 2.82 -2.70 -0.66 0.417
H 3.48 -0.22 -2.79 0.550
H 3.77 -0.76 -1.10 0.352
H 3.01 0.84 -1.43 0.249
C -3.55 1.66 -2.54 0.102
C -2.42 2.04 -1.59 -0.431
C -1.10 1.33 -1.90 2.412
C -0.87 0.85 -3.22 -1.881
C -1.92 0.71 -4.14 -1.038
C -3.22 1.07 -3.82 -1.072
O -4.68 1.70 -1.99 -0.584
H -2.96 2.02 -0.60 0.511
H -2.19 3.10 -1.63 0.012
H -0.21 1.99 -1.59 -0.256
H 0.16 0.73 -3.57 1.369
H -1.69 0.37 -5.14 0.563
H -4.07 0.81 -4.45 0.524
C -2.26 2.67 4.07 -0.732
N -2.43 1.61 3.03 0.337
C -3.71 0.88 3.23 -0.543
C -2.27 2.05 1.58 -0.480
C -0.99 2.81 1.34 1.021
C -0.90 4.18 1.64 -0.396
C 0.28 4.87 1.40 -0.994
C 1.40 4.21 0.87 -0.969
C 1.29 2.86 0.51 0.341
C 0.10 2.17 0.74 -0.024
H -3.02 3.44 3.93 0.385
H -1.24 3.08 4.02 0.329
H -2.40 2.17 5.04 0.401
H -1.65 0.93 3.16 -0.120
H -4.54 1.57 3.02 0.403
H -3.75 0.03 2.54 0.090
H -3.75 0.53 4.26 0.376
H -2.27 1.11 1.02 -1.224
H -3.18 2.61 1.32 0.874
H -1.77 4.68 2.08 0.572
H 0.36 5.93 1.67 0.463
H 2.33 4.74 0.68 0.480
H 2.12 2.35 0.01 0.032
```

Output
Charge: +3
E: -2268.40866 Eh
Kohn-Sham gap (alpha / beta): 0.210 / 0.130 Eh
Relative energy (zero: lowest compared OMol25 entry of this formula, charge and spin): 72.24 kJ/mol
Spin multiplicity: 6
E_HOMO (alpha / beta): -14.85 / -16.95 eV

Entry 3:
7 unconnected molecules or ions with the total composition C7H28N14O7 at a distorted geometry, computed with ωB97M-V/def2-TZVPD.

Geometry as XYZ:
```
56
Properties=species:S:1:pos:R:3:mulliken_charge:R:1
C 3.97 -1.19 -0.72 0.665
O 3.62 -0.46 0.11 -0.679
N 4.95 -0.93 -1.61 -0.476
N 3.45 -2.35 -0.94 -0.402
H 5.47 -0.07 -1.55 0.203
H 4.76 -1.33 -2.52 0.229
H 3.97 -2.99 -1.53 0.208
H 2.82 -2.73 -0.25 0.226
C 5.21 3.41 0.17 0.692
O 4.55 4.38 -0.24 -0.687
N 4.80 2.21 0.46 -0.211
N 6.50 3.37 0.27 -0.403
H 3.81 2.02 0.44 0.098
H 5.48 1.46 0.54 0.114
H 6.98 2.55 0.61 0.175
H 7.11 3.99 -0.23 0.227
C -2.50 1.14 3.43 0.658
O -2.24 1.58 2.29 -0.733
N -3.29 0.15 3.69 -0.399
N -1.85 1.54 4.47 -0.435
H -4.16 -0.04 3.22 0.239
H -2.95 -0.47 4.41 0.217
H -1.16 2.24 4.23 0.220
H -2.36 1.57 5.34 0.260
C -0.14 -0.76 -0.02 0.555
O 0.29 -1.62 -0.75 -0.614
N -1.34 -0.65 0.46 -0.148
N 0.61 0.17 0.65 -0.397
H -1.64 -0.12 1.26 0.265
H -1.87 -1.36 -0.03 -0.093
H 0.19 0.56 1.48 0.315
H 1.61 0.16 0.51 0.080
C -1.58 -2.79 -4.17 0.606
O -0.53 -2.25 -4.46 -0.658
N -2.32 -3.30 -5.10 -0.386
N -1.98 -3.02 -2.93 -0.194
H -3.16 -3.84 -5.01 0.167
H -2.21 -2.93 -6.04 0.242
H -2.90 -3.32 -2.66 0.110
H -1.39 -3.01 -2.12 0.118
C -4.04 -2.61 0.26 0.507
O -3.04 -3.15 0.12 -0.634
N -4.11 -1.52 0.93 -0.345
N -5.19 -2.99 -0.24 -0.467
H -5.03 -1.15 1.06 0.183
H -3.28 -1.37 1.49 0.354
H -5.34 -3.92 -0.61 0.230
H -5.91 -2.36 -0.57 0.187
C -0.36 3.96 0.11 0.698
O -0.27 4.98 -0.48 -0.267
N 0.14 2.87 -0.43 -0.218
N -0.88 3.82 1.21 -0.107
H 0.73 3.02 -1.24 0.252
H 0.03 1.95 -0.04 0.359
H -0.85 2.88 1.58 0.063
H -1.16 4.66 1.71 0.231
```

Output
Charge: +1
E: -1576.59973 Eh
Kohn-Sham gap (alpha / beta): 0.304 / 0.101 Eh
Relative energy (zero: lowest compared OMol25 entry of this formula, charge and spin): 128.47 kJ/mol
Spin multiplicity: 2
E_HOMO (alpha / beta): -10.82 / -10.82 eV

Entry 4:
A molecular structure, C48H39AsNP2PdSe2 at a distorted geometry, computed with ωB97M-V/def2-TZVPD.

Geometry as XYZ:
```
94
Properties=species:S:1:pos:R:3:mulliken_charge:R:1
Pd 1.03 0.55 -0.21 0.629
N -1.17 -1.87 -0.48 0.681
C -1.81 -2.07 0.72 -0.243
C -2.93 -2.91 0.81 -0.637
C -3.55 -3.15 2.02 -0.711
C -3.08 -2.54 3.18 -0.940
C -1.97 -1.71 3.10 -0.204
C -1.33 -1.48 1.89 0.374
P 0.12 -0.36 1.85 2.045
C -0.54 0.90 3.00 0.444
C -1.43 1.82 2.44 -0.672
C -1.98 2.82 3.21 -0.594
C -1.67 2.89 4.56 -0.692
C -0.81 1.96 5.13 -0.808
C -0.24 0.97 4.35 -0.084
C 1.30 -1.25 2.91 0.280
C 1.15 -2.58 3.30 -0.829
C 2.05 -3.16 4.17 -0.654
C 3.12 -2.42 4.66 -0.681
C 3.32 -1.12 4.23 -0.637
C 2.42 -0.54 3.35 -0.727
H -0.65 -0.98 -0.52 -1.097
H -1.71 -2.03 -1.31 0.374
H -3.31 -3.37 -0.10 0.421
H -4.40 -3.80 2.07 0.366
H -3.57 -2.71 4.12 0.415
H -1.61 -1.23 4.00 0.407
H -1.67 1.75 1.38 0.343
H -2.64 3.55 2.76 0.378
H -2.10 3.67 5.18 0.374
H -0.57 2.02 6.18 0.398
H 0.44 0.26 4.80 0.356
H 0.30 -3.16 2.94 0.418
H 1.91 -4.18 4.50 0.396
H 3.80 -2.86 5.38 0.374
H 4.16 -0.55 4.59 0.431
H 2.56 0.48 3.02 0.450
Se 1.68 2.84 1.28 -0.553
P 0.34 3.00 -0.44 0.321
Se -1.07 1.57 -1.35 -0.660
C -0.70 4.48 -0.04 1.015
C -0.06 5.59 0.48 -0.516
C -0.79 6.69 0.88 -0.808
C -2.18 6.68 0.77 -0.471
C -2.81 5.58 0.24 -0.666
C -2.08 4.48 -0.17 -0.253
C 1.28 3.79 -1.80 1.711
C 2.53 4.34 -1.56 -0.755
C 3.18 5.05 -2.54 -0.690
C 2.57 5.25 -3.77 -0.614
C 1.32 4.70 -4.02 -0.486
C 0.67 3.98 -3.04 -0.981
H 1.02 5.59 0.58 0.368
H -0.28 7.55 1.29 0.399
H -2.75 7.54 1.10 0.380
H -3.89 5.56 0.14 0.410
H -2.58 3.62 -0.60 0.285
H 3.00 4.18 -0.59 0.567
H 4.16 5.47 -2.34 0.410
H 3.07 5.82 -4.54 0.381
H 0.85 4.85 -4.98 0.427
H -0.30 3.55 -3.23 0.442
C 5.78 -4.48 -2.35 -0.414
C 5.57 -4.26 -1.00 -0.687
C 4.44 -3.58 -0.59 -0.339
C 3.51 -3.10 -1.51 0.419
C 3.73 -3.34 -2.86 -0.268
C 4.86 -4.02 -3.28 -0.781
As 1.96 -2.09 -0.75 0.437
C 1.23 -1.41 -2.43 0.172
C 0.29 -2.02 -3.24 -0.940
C -0.22 -1.36 -4.34 -0.891
C 0.22 -0.08 -4.65 -0.822
C 1.19 0.53 -3.87 -0.236
C 1.68 -0.11 -2.74 1.137
C 2.66 0.44 -1.79 -0.223
C 3.50 1.53 -2.04 -0.497
C 4.48 1.87 -1.13 -0.649
C 4.65 1.12 0.03 -1.110
C 3.90 -0.01 0.26 -0.773
C 2.91 -0.39 -0.66 0.412
H 6.67 -5.00 -2.68 0.353
H 6.29 -4.62 -0.28 0.386
H 4.26 -3.41 0.47 0.398
H 3.02 -2.98 -3.59 0.290
H 5.03 -4.19 -4.33 0.393
H -0.05 -3.02 -2.98 0.529
H -0.98 -1.82 -4.96 0.411
H -0.19 0.45 -5.50 0.387
H 1.51 1.54 -4.11 0.373
H 3.38 2.10 -2.96 0.489
H 5.12 2.73 -1.32 0.415
H 5.40 1.42 0.75 0.363
H 4.08 -0.62 1.14 0.455
```

Output
Charge: -1
E: -9756.66851 Eh
Kohn-Sham gap: 0.232 Eh
Relative energy (zero: lowest compared OMol25 entry of this formula, charge and spin): 114.19 kJ/mol
E_HOMO: -3.79 eV